Computed, not measured: 2 unconnected molecules or ions with the total composition C4H6O2 in a non-equilibrium geometry, with ωB97M-V/def2-TZVPD.

The geometry in XYZ format:
```
12
Properties=species:S:1:pos:R:3:forces:R:3:nbo_charge:R:1
C 1.75052 0.47006 -0.48983 -0.002 -0.106 0.050 -0.66
C 0.36411 0.27368 0.05279 0.546 -0.154 0.294 0.35
O -0.49837 1.14533 -0.54525 0.444 -0.209 0.268 -0.72
C 0.02980 -0.62308 1.00237 0.030 0.245 -0.236 -0.57
C -2.72607 -0.44322 -0.26213 -1.582 -0.953 -0.102 0.52
O -3.61980 -1.12605 -0.15567 0.824 0.535 -0.028 -0.46
H 1.75887 0.20181 -1.55549 0.116 0.049 0.252 0.22
H 2.47545 -0.13408 0.06717 -0.121 0.160 -0.232 0.22
H 2.02425 1.53588 -0.41793 -0.106 -0.391 0.019 0.23
H 0.75904 -1.36124 1.35101 -0.264 0.488 -0.095 0.21
H -0.96586 -0.63918 1.45593 0.458 -0.071 -0.207 0.19
H -1.35194 0.70009 -0.50298 -0.344 0.404 0.018 0.47
```
Positions in Å, forces in eV/Å.

Orbital gap, eV: 9.554
HOMO energy, eV: -8.8
Electronic energy, eV: -8339.0982
Relative energy (zero: lowest compared OMol25 entry of this formula, charge and spin), kcal per mole: 31.43
Spin multiplicity: 1
Largest force on an atom, Eh/bohr: 0.03596
LUMO energy, hartree: 0.02815
Total charge: 0